1.
Formula: C34H39CrN5O3P2S
Source: the Open Molecules 2025 dataset
Level of theory: ωB97M-V with the def2-TZVPD basis set

Its spin multiplicity is 5. The expectation value of S² is 6.059. The value obtained for the total energy is -3943.74415 hartree. The net charge is 0. The calculation puts the LUMO energy (spin up / spin down) at 0.145 / -0.910 eV. The value obtained for the gap between HOMO and LUMO (spin up / spin down) is 8.40 / 7.49 eV.

Each line ends with the Mulliken spin population.
Geometry (Å):
Cr (0.4300, -0.0869, 3.8850)  3.888
C (-0.8696, 1.7921, 3.6296)  0.071
C (-1.1516, 0.7774, 2.6954)  -0.084
C (-0.7345, 0.7739, 1.2289)  0.159
C (0.5858, 0.0359, 0.9378)  -0.031
C (1.5891, 0.1192, 2.0698)  0.187
C (1.7844, 1.2809, 2.8542)  -0.069
C (1.2208, 2.6563, 2.5435)  0.027
C (-0.0124, 2.9972, 3.3946)  -0.003
C (1.6582, -1.5733, 4.6748)  -0.183
H (-1.5626, 1.9143, 4.4691)  0.001
H (-2.0274, 0.1482, 2.9196)  -0.013
H (-0.7128, 1.7851, 0.7907)  -0.005
H (-1.5430, 0.2477, 0.6916)  0.013
H (0.3579, -1.0242, 0.7274)  0.006
H (1.0374, 0.4145, 0.0042)  0.007
H (2.3901, -0.6330, 2.0300)  -0.005
H (2.6865, 1.3281, 3.4764)  0.012
H (1.0021, 2.7863, 1.4727)  -0.001
H (2.0101, 3.3893, 2.7640)  0.004
H (0.3101, 3.4012, 4.3697)  -0.006
H (-0.5918, 3.8144, 2.9368)  0.004
H (1.8744, -1.2439, 5.7109)  0.016
H (2.6070, -1.6329, 4.1178)  0.008
H (1.1832, -2.5612, 4.7315)  0.003
P (1.5273, -1.1155, -4.0769)  0.000
P (-1.5784, -0.7635, -3.7043)  0.000
N (3.0015, -0.1559, -4.0825)  0.000
N (2.2072, -2.4058, -5.0639)  0.000
N (-1.7555, 0.9697, -3.4693)  0.000
N (-3.2488, -1.0496, -4.1805)  0.000
C (0.6164, -0.2217, -5.4069)  0.000
C (-0.8487, -0.6935, -5.4393)  0.000
C (3.5515, 0.3858, -2.9131)  0.001
C (4.6065, 1.2121, -3.2628)  0.000
C (4.7136, 1.1890, -4.6909)  0.000
C (3.7133, 0.3551, -5.1710)  0.000
C (2.3777, -3.7106, -4.5789)  0.000
C (2.9492, -4.4921, -5.5756)  0.000
C (3.1091, -3.6541, -6.7280)  0.000
C (2.6384, -2.3890, -6.3933)  0.000
C (-1.5433, 1.5924, -2.2356)  0.001
C (-1.7104, 2.9578, -2.3826)  0.001
C (-1.9988, 3.1995, -3.7635)  0.000
C (-1.9982, 1.9726, -4.4119)  0.000
C (-4.1087, -0.3467, -5.0356)  0.000
C (-5.2174, -1.1402, -5.3014)  0.000
C (-5.0321, -2.3826, -4.6093)  0.000
C (-3.8268, -2.3091, -3.9379)  0.000
H (1.0606, -0.3309, -6.4064)  0.000
H (0.6805, 0.8452, -5.1419)  0.000
H (-1.4602, -0.0704, -6.1193)  0.000
H (-0.9175, -1.7419, -5.7879)  0.000
H (3.1181, 0.1330, -1.9566)  -0.001
H (5.2242, 1.7804, -2.5868)  0.000
H (5.4289, 1.7192, -5.3015)  0.000
H (3.4368, 0.0994, -6.1843)  0.000
H (2.0460, -3.9530, -3.5810)  0.000
H (3.2178, -5.5323, -5.5000)  0.000
H (3.5085, -3.9382, -7.6905)  0.000
H (2.5389, -1.5012, -6.9982)  0.000
H (-1.2662, 0.9895, -1.3808)  -0.003
H (-1.6268, 3.6998, -1.6094)  0.000
H (-2.1736, 4.1499, -4.2387)  0.000
H (-2.1170, 1.7284, -5.4577)  0.000
H (-3.8655, 0.6442, -5.3872)  0.000
H (-6.0562, -0.8637, -5.9196)  0.000
H (-5.7074, -3.2229, -4.6145)  0.000
H (-3.2988, -3.0183, -3.3218)  0.000
O (-0.0539, 2.6593, 6.7908)  0.000
S (0.4047, 1.3099, 7.0050)  0.024
O (1.7977, 1.0396, 7.2198)  0.000
N (-0.2127, 0.2884, 5.8099)  -0.062
C (-1.2300, -0.5590, 6.1974)  0.028
O (-1.7970, -1.2899, 5.3727)  0.010
C (-1.4554, -0.4379, 7.6457)  -0.010
C (-2.3428, -1.1658, 8.4616)  0.001
C (-2.3897, -0.9048, 9.8323)  -0.001
C (-1.4998, 0.0243, 10.3942)  0.003
C (-0.5852, 0.7198, 9.5928)  -0.003
C (-0.6107, 0.4962, 8.2163)  0.007
H (-2.9742, -1.9205, 8.0014)  0.000
H (-3.1079, -1.4165, 10.4750)  0.000
H (-1.5210, 0.2071, 11.4663)  0.000
H (0.1408, 1.4229, 9.9923)  0.000

---

2.
Formula: C27H22N4O8Ti
Source: the Open Molecules 2025 dataset
Level of theory: ωB97M-V with the def2-TZVPD basis set

Its spin multiplicity is 2. The expectation value of S² is 0.788. The value obtained for the total energy is -2712.80503 hartree. The net charge is -1. The calculation puts the LUMO energy (spin up / spin down) at 2.455 / 2.413 eV. The value obtained for the gap between HOMO and LUMO (spin up / spin down) is 5.78 / 7.18 eV.

Each line ends with the natural charge from an NBO analysis.
Geometry (Å):
Ti (-0.1007, 0.2329, 0.1441)  1.677
C (-0.6879, 0.0294, 3.4785)  -0.249
O (-0.3306, -0.6085, 2.2549)  -0.514
C (-0.1024, -1.9725, 2.2999)  0.344
C (-0.5521, -2.8044, 3.3013)  -0.311
C (-0.2413, -4.1630, 3.2338)  -0.232
C (0.5101, -4.6462, 2.1762)  -0.224
C (0.9611, -3.7987, 1.1729)  -0.226
C (0.6534, -2.4407, 1.2183)  0.114
N (1.0474, -1.4800, 0.3046)  -0.373
N (1.9336, -1.9178, -0.5904)  -0.275
C (2.5201, -0.9894, -1.3776)  0.144
C (2.3908, 0.3961, -1.2053)  0.256
O (1.5846, 0.8958, -0.2689)  -0.633
C (3.1133, 1.2966, -2.0171)  -0.212
C (3.9349, 0.8471, -3.0099)  -0.231
C (4.0734, -0.5484, -3.2521)  -0.070
C (4.8868, -1.0386, -4.3000)  -0.181
C (5.0002, -2.3806, -4.5413)  -0.241
C (4.2976, -3.2949, -3.7340)  -0.236
C (3.5060, -2.8474, -2.7091)  -0.193
C (3.3736, -1.4677, -2.4399)  -0.068
H (-0.0403, -0.3344, 4.2774)  0.188
H (-1.7326, -0.1783, 3.7213)  0.177
H (-0.5355, 1.0910, 3.3264)  0.233
H (-1.1402, -2.4164, 4.1208)  0.213
H (-0.5929, -4.8317, 4.0086)  0.201
H (0.7488, -5.7012, 2.1232)  0.202
H (1.5503, -4.1650, 0.3460)  0.232
H (2.9577, 2.3523, -1.8406)  0.234
H (4.4731, 1.5452, -3.6399)  0.201
H (5.4169, -0.3221, -4.9180)  0.198
H (5.6238, -2.7392, -5.3512)  0.200
H (4.3847, -4.3579, -3.9239)  0.201
H (2.9617, -3.5404, -2.0824)  0.230
O (-1.0094, 3.8716, 1.9943)  -0.630
C (-1.0245, 2.8008, 1.4162)  0.760
O (-0.0557, 1.9560, 1.3105)  -0.701
C (-2.3226, 2.2365, 0.8717)  0.119
C (-3.5460, 2.8789, 0.7753)  -0.213
C (-4.6057, 2.1681, 0.2275)  -0.166
C (-4.4272, 0.8575, -0.1997)  -0.215
C (-3.1703, 0.2951, -0.0593)  0.131
N (-2.1764, 0.9862, 0.4738)  -0.418
C (-2.7278, -1.0943, -0.4864)  0.768
O (-3.5322, -1.8580, -0.9972)  -0.645
O (-1.5061, -1.3213, -0.1791)  -0.708
H (-3.6358, 3.9017, 1.1119)  0.239
H (-5.5750, 2.6403, 0.1245)  0.212
H (-5.2200, 0.2720, -0.6428)  0.240
N (0.3570, -1.4987, -3.3414)  -0.841
C (0.4624, -0.4123, -4.2942)  -0.199
C (-0.4993, 0.7417, -3.9756)  -0.504
C (-0.2422, 1.4147, -2.6379)  0.819
O (0.1980, 2.5376, -2.5315)  -0.612
O (-0.5884, 0.6570, -1.6174)  -0.723
H (1.0169, -2.2408, -3.5305)  0.366
H (-0.5764, -1.8818, -3.2662)  0.365
H (0.2690, -0.7063, -5.3390)  0.152
H (1.4919, -0.0412, -4.2614)  0.199
H (-1.5292, 0.3730, -3.9814)  0.212
H (-0.4062, 1.5044, -4.7494)  0.217

---

3.
Formula: C4H9N2
Source: the Open Molecules 2025 dataset
Level of theory: ωB97M-V with the def2-TZVPD basis set

The value obtained for the total energy is -266.95276 hartree. The net charge is +1. The calculation puts the LUMO energy at -4.802 eV. The value obtained for the gap between HOMO and LUMO is 9.04 eV.

Each line ends with the natural charge from an NBO analysis.
Geometry (Å):
C (2.2828, -0.6107, 0.3557)  0.181
C (-0.9077, -1.0774, -0.5800)  -0.315
C (-1.4408, 0.1812, -0.1622)  0.354
C (-2.4839, 1.1138, 0.2097)  -0.692
N (3.0491, 0.3166, -0.0600)  -0.632
N (-0.1779, 0.0346, -0.0601)  -0.450
H (1.8059, -1.2969, -0.3768)  0.237
H (-1.1477, -1.9662, 0.0474)  0.182
H (-0.9521, -1.3954, -1.6785)  0.190
H (-3.3183, 1.0171, -0.3575)  0.256
H (-2.1822, 2.1412, 0.4996)  0.260
H (-2.9104, 0.7231, 1.1775)  0.274
H (2.9760, 0.7193, -1.0634)  0.463
H (2.1056, -0.9497, 1.3958)  0.250
H (3.3015, 1.0496, 0.6527)  0.441

---

4.
Formula: C8H19NO
Source: the Open Molecules 2025 dataset
Level of theory: ωB97M-V with the def2-TZVPD basis set

The value obtained for the total energy is -446.18621 hartree. The net charge is 0. The calculation puts the LUMO energy at 0.825 eV. Its SMILES is [H]/N=C(/C)OC(C)(C)C.CC. The value obtained for the gap between HOMO and LUMO is 10.81 eV.

Each line ends with the natural charge from an NBO analysis.
Geometry (Å):
H (1.0845, 0.5774, 1.6846)  0.352
N (0.7299, 1.4450, 1.2999)  -0.703
C (0.1778, 1.4025, 0.1815)  0.618
C (-0.3209, 2.6411, -0.4948)  -0.686
O (0.0856, 0.2890, -0.7665)  -0.591
C (1.0188, -0.7991, -0.8342)  0.269
C (0.8525, -1.7907, 0.3241)  -0.632
C (0.6735, -1.5058, -2.1501)  -0.610
C (2.4510, -0.2591, -0.8984)  -0.639
H (0.4687, 3.0270, -1.1437)  0.234
H (-0.5683, 3.3861, 0.2587)  0.235
H (-1.1879, 2.4134, -1.1114)  0.232
H (-0.1975, -2.0497, 0.4422)  0.221
H (1.2134, -1.3852, 1.2663)  0.199
H (1.4104, -2.6992, 0.1089)  0.216
H (1.3574, -2.3318, -2.3315)  0.209
H (-0.3432, -1.8905, -2.1095)  0.216
H (0.7454, -0.8024, -2.9767)  0.217
H (2.5515, 0.4238, -1.7403)  0.216
H (3.1547, -1.0796, -1.0255)  0.215
H (2.7180, 0.2731, 0.0119)  0.216
C (-2.4429, 0.4757, 0.8730)  -0.634
C (-2.0675, -0.2832, 2.1344)  -0.605
H (-1.7350, 0.2066, 0.0178)  0.236
H (-3.4400, 0.1864, 0.5326)  0.201
H (-2.4732, 1.5458, 1.0688)  0.202
H (-2.7523, -0.0474, 2.9540)  0.203
H (-2.0963, -1.3594, 1.9663)  0.195
H (-1.0682, -0.0098, 2.4577)  0.201

---

Ordered F_max results: 2.96, 0.64, 4.87, 2.63; unit eV Å⁻¹.